A structure of composition C41H38CaCl3N4O6SSbSe4Si at a distorted geometry, computed with wB97M-V/def2-TZVPD.

Results
total charge = -2
HOMO = -2.545 eV
ΔE to the lowest compared entry with this formula, charge and spin = 0.0 kcal per mole
2S+1 = 1
E = -14847.71040 Ha

```
100
Properties=species:S:1:pos:R:3:forces:R:3:mulliken_charge:R:1
Ca 9.111 10.631 18.409 0.25 0.12 -0.07 2.31
O 13.670 9.945 17.028 -0.62 0.34 -0.75 -0.62
S 12.481 10.767 16.879 -1.64 0.76 0.85 0.52
O 11.365 10.430 15.985 1.21 -0.50 0.70 -0.22
N 11.785 11.018 18.324 -1.22 -0.02 -1.92 0.48
C 12.431 10.833 19.478 2.41 -0.21 0.51 -0.07
C 13.779 11.172 19.691 -0.27 0.02 0.74 -0.45
C 14.396 11.004 20.962 -1.41 -0.34 -0.67 -1.08
C 13.723 10.466 22.029 -0.37 0.21 -1.27 -0.97
C 12.397 10.034 21.842 -0.08 -0.40 0.18 1.29
C 11.665 9.351 22.854 -0.35 -0.68 -0.30 -0.87
C 10.400 8.861 22.616 0.98 -0.22 1.20 -0.78
C 9.829 9.168 21.414 -1.37 0.11 -2.33 -0.69
N 10.490 9.788 20.445 -0.98 -0.14 -0.61 0.94
C 11.784 10.171 20.564 -1.09 0.26 1.58 -0.67
C 12.942 12.378 16.158 0.29 -1.19 1.87 0.45
C 13.053 12.354 14.810 -0.10 0.44 -1.99 -0.72
C 13.398 13.500 14.116 0.92 1.21 -0.24 -0.82
C 13.699 14.644 14.858 -0.12 -0.01 -0.46 -0.45
C 13.553 14.649 16.222 0.11 0.77 0.77 -0.66
C 13.199 13.504 16.914 -0.55 0.04 0.06 0.15
H 14.341 11.598 18.863 -0.07 -0.10 0.27 0.42
H 15.403 11.288 21.084 1.12 0.37 0.06 0.45
H 14.175 10.328 22.963 0.68 -0.11 1.22 0.48
H 12.104 9.060 23.797 0.46 0.38 0.10 0.39
H 9.873 8.202 23.307 0.17 0.43 0.04 0.47
H 8.758 8.888 21.184 1.34 0.39 0.23 0.35
H 12.785 11.470 14.278 -0.04 -0.55 -0.26 0.59
H 13.535 13.614 13.027 -0.35 -0.71 0.58 0.35
H 14.025 15.580 14.410 -0.16 -0.24 -0.31 0.34
H 13.687 15.617 16.709 0.03 -0.42 0.26 0.33
H 12.990 13.489 17.979 0.20 0.08 -0.05 0.28
C 3.621 5.367 21.397 1.06 0.29 1.25 -0.79
O 4.575 6.402 21.670 -0.03 0.14 0.36 -0.47
C 5.525 6.714 20.725 0.71 0.58 -0.55 0.70
C 6.277 5.687 20.087 -1.57 -1.01 1.31 -0.62
C 7.242 6.001 19.187 -0.42 -0.62 -0.52 -1.18
C 7.507 7.309 18.785 0.10 -0.02 0.65 0.77
C 8.516 7.522 17.767 -0.21 0.47 1.10 0.98
C 9.256 6.365 17.222 0.91 0.24 -0.74 -1.50
O 8.812 8.644 17.380 0.23 0.40 -0.68 -0.71
C 6.879 8.367 19.529 0.47 2.39 -0.27 0.06
O 7.239 9.629 19.408 -0.42 -1.88 0.17 -0.85
C 5.838 8.053 20.468 0.28 -1.82 -0.32 -0.89
H 2.727 5.858 21.135 -1.44 0.54 -0.12 0.27
H 3.459 4.745 22.330 0.40 0.54 -1.24 0.18
H 3.925 4.842 20.522 0.25 -1.01 -0.36 0.40
H 6.015 4.627 20.335 0.54 1.05 -0.27 0.34
H 7.738 5.154 18.733 0.13 0.17 -0.13 0.32
H 8.604 5.930 16.474 -0.01 -0.61 -0.16 0.40
H 9.538 5.661 18.010 0.03 0.00 -0.42 0.42
H 10.136 6.774 16.684 -0.42 -0.44 0.43 0.27
H 5.359 8.862 20.974 -0.27 0.34 0.24 0.46
C 10.306 14.161 20.968 -0.46 -0.61 -1.25 -1.12
Si 8.567 13.442 20.586 0.72 0.07 0.44 -0.06
C 8.160 12.183 21.902 -0.01 -0.91 -0.22 -0.84
C 7.359 14.798 21.086 -1.45 -0.02 0.26 -1.48
N 8.480 12.835 18.999 -0.49 -0.24 0.49 -0.12
C 8.571 13.702 17.975 -0.05 0.84 0.00 0.99
C 8.571 15.116 18.105 -0.04 0.04 1.46 -0.59
C 9.063 15.992 17.185 0.29 -1.51 -1.21 -1.28
C 9.482 15.463 15.979 -0.62 -0.85 0.40 -0.91
C 9.227 14.126 15.708 -0.03 -0.15 -1.23 -0.03
C 8.702 13.287 16.642 -0.02 0.01 0.49 -0.63
O 8.438 11.955 16.366 -0.79 -0.69 -0.84 0.67
C 7.774 11.725 15.124 -0.60 1.24 0.86 -0.44
C 6.528 12.343 14.814 1.94 -0.50 0.92 -0.41
C 6.064 12.115 13.539 -1.51 1.30 0.81 -0.64
C 6.747 11.340 12.661 0.27 -1.58 -1.98 -0.47
C 7.949 10.722 12.972 -0.40 -0.16 -0.47 -0.89
C 8.450 10.953 14.211 0.32 0.28 1.16 -0.05
H 10.367 14.492 21.967 0.15 0.17 1.51 0.48
H 10.495 15.043 20.378 -0.06 0.44 -0.50 0.41
H 11.129 13.482 20.732 -0.08 -0.21 0.18 0.15
H 8.053 12.791 22.802 -0.10 -0.19 0.22 0.45
H 8.908 11.394 22.083 -0.17 0.41 -0.03 0.13
H 7.208 11.661 21.667 0.40 0.39 0.18 0.17
H 6.488 14.404 21.656 0.46 -0.14 -0.38 0.36
H 6.918 15.319 20.238 -0.03 0.11 0.07 0.43
H 7.772 15.534 21.764 0.46 0.33 0.05 0.44
H 8.300 15.557 19.057 0.12 -0.26 -0.10 0.26
H 9.144 17.009 17.407 0.13 1.48 0.30 0.53
H 9.991 15.985 15.247 0.77 1.38 -1.34 0.54
H 9.376 13.706 14.705 0.23 0.30 0.37 0.41
H 6.026 13.016 15.512 0.20 -0.34 -0.13 0.47
H 5.115 12.604 13.281 0.39 -0.42 -0.17 0.33
H 6.296 11.091 11.708 -0.03 0.27 -0.15 0.35
H 8.514 10.030 12.347 -0.47 0.33 -0.25 0.55
H 9.393 10.571 14.502 0.85 -0.46 0.35 0.76
Cl 2.441 7.170 13.475 -0.17 -0.40 -0.27 -0.14
C 3.682 8.185 14.208 -0.24 1.05 0.15 0.63
Cl 3.914 7.716 15.898 0.07 -0.02 0.08 -0.08
Cl 5.194 8.138 13.339 0.25 -0.25 -0.12 0.00
C 3.147 9.573 14.186 0.47 -0.81 0.37 -0.08
N 2.741 10.639 14.270 -0.22 0.41 -0.17 -0.40
Se 13.153 5.314 14.720 0.26 -0.44 0.47 -0.57
Sb 11.617 6.036 13.129 -0.70 -0.17 -0.03 0.83
Se 12.238 7.669 11.601 0.04 0.37 -0.41 -0.50
Se 8.395 7.079 11.857 -0.44 0.10 -0.30 -0.42
Se 9.149 5.277 13.011 0.72 0.14 0.23 -0.25
```
Positions in Å, forces in eV/Å.